No. 1
Formula: C5H11OPS
Source: OMol25
Level of theory: ωB97M-V/def2-TZVPD

XYZ file:
```
19
Properties=species:S:1:pos:R:3:forces:R:3
C 1.0686 -0.4093 -3.0577 -1.5552 -0.4260 2.5516
C 1.5243 -0.7282 -1.8338 1.1362 0.3111 -1.6409
C -1.4855 1.1148 2.3621 2.0039 1.1629 3.5424
C 0.7225 -1.4778 -0.9063 -0.7314 2.7732 2.2334
C -1.1701 -0.1633 1.6727 0.9772 -0.1096 -1.2074
O -0.3818 1.1949 -0.4467 -0.2872 1.2010 -3.5778
P 0.3135 0.2823 0.5969 1.1740 -3.8517 1.2066
S 1.8120 0.9182 1.7195 -0.8488 -0.4011 -1.2451
H 1.6522 0.1933 -3.6815 0.3055 0.6298 -1.3086
H -0.0088 -0.6545 -3.1037 0.6335 0.2492 -1.2993
H 2.5717 -0.4449 -1.5995 -0.7683 -0.3779 0.2610
H -0.6328 1.3964 3.2190 -2.2018 -0.9272 -2.2738
H -1.5186 1.9881 1.7489 -0.1959 0.4450 -0.6409
H -2.4107 1.0041 2.8924 -0.6082 0.1752 0.3423
H 1.3732 -2.0791 -0.3043 -0.5159 -0.9289 0.4569
H -0.3044 -1.7511 -1.2645 1.1999 -0.1927 0.5868
H -1.9837 -0.4794 1.0188 0.0374 0.0772 -0.1909
H -1.0243 -0.9545 2.4066 0.5245 -0.0563 -0.2306
H -0.1172 1.0500 -1.4391 -0.2793 0.2469 2.4344
```
Positions in Å, forces in eV/Å.

For the LUMO energy, the calculation gives 0.36 eV. Its energy above the lowest of the compared OMol25 structures with the same formula, charge and spin is 49.1 kcal/mol. As for the total energy: -27533.7254 eV. Its spin multiplicity is 1. Its strongest force on any atom is 4.23 eV/Å. The highest occupied orbital energy comes out at -8.230 eV.

No. 2
Formula: C5H11OS
Source: OMol25
Level of theory: ωB97M-V/def2-TZVPD

XYZ file:
```
18
Properties=species:S:1:pos:R:3:forces:R:3
C 2.6875 0.7070 -0.8690 -0.1618 -0.0551 -0.1446
C 1.9920 -0.2687 0.0753 0.0338 -0.3062 -0.0229
S 0.8322 0.5171 1.2131 0.1298 0.0680 0.0360
H 3.2173 1.4628 -0.2911 0.0879 0.0891 -0.0295
H 1.9648 1.2213 -1.5074 -0.0768 0.0331 0.1260
H 3.3942 0.2071 -1.5411 0.1063 -0.0912 0.0732
H 2.7487 -0.8443 0.6195 0.0361 0.1798 0.1286
H 1.4269 -1.0323 -0.4763 -0.0615 0.1224 -0.1034
O -0.7035 -1.7029 -0.1738 0.0396 -0.2424 -0.0872
C -1.0694 -0.6076 0.2699 -0.2592 0.1186 0.0007
C -1.5680 0.4546 -0.7124 0.3962 0.1516 0.0513
C -3.0809 0.3737 -0.8622 -0.0383 -0.2363 -0.0372
H -1.5504 -0.5535 1.2664 0.0922 0.0756 -0.0453
H -1.0719 0.2523 -1.6639 0.0105 -0.0699 -0.0139
H -1.2553 1.4479 -0.3949 -0.0893 0.0104 0.0538
H -3.4033 -0.6691 -0.8712 -0.0387 -0.0509 -0.0092
H -3.4162 0.8169 -1.8011 -0.0808 0.1768 0.0553
H -3.5743 0.8700 -0.0258 -0.1261 0.0266 -0.0317
```
Positions in Å, forces in eV/Å.

For the LUMO energy, the calculation gives 3.97 eV. Its energy above the lowest of the compared OMol25 structures with the same formula, charge and spin is 8.4 kcal/mol. As for the total energy: -18246.6240 eV. Its charge is -1. Its spin multiplicity is 1. Its strongest force on any atom is 0.43 eV/Å. The highest occupied orbital energy comes out at -3.010 eV.

No. 3
Formula: C5H11P
Source: OMol25
Level of theory: ωB97M-V/def2-TZVPD

XYZ file:
```
17
Properties=species:S:1:pos:R:3:forces:R:3
C -0.9665 -1.6664 -0.3771 -1.0970 2.1297 -0.7805
C -0.0577 -0.9297 0.5272 1.3069 0.8978 0.0793
C -0.2468 0.5385 0.5293 1.8166 1.4109 0.7768
C -1.2854 1.3954 -0.1703 2.2654 -1.8653 -0.8356
C 0.9626 -0.0126 -0.2664 -1.2413 -1.3526 0.0807
P 2.8308 0.0017 0.0014 -1.5138 -0.2667 -1.8011
H -1.3104 -0.8591 -1.0949 -0.1289 -1.1184 0.7279
H -1.8369 -2.0768 0.0830 -0.5923 -0.4185 0.4131
H -0.5178 -2.3378 -1.0300 1.0219 -1.7353 -0.7563
H 0.3034 -1.2837 1.5050 -0.3285 -0.3621 -0.6657
H 0.0039 1.0079 1.4989 0.1768 -0.3564 -0.4808
H -0.8583 2.3496 -0.1889 0.4547 1.7636 0.1656
H -2.1301 1.3988 0.4602 -1.7242 -0.0767 -0.2632
H -1.2199 1.1002 -1.2362 -1.4626 0.0806 0.5453
H 0.6644 -0.2109 -1.3305 0.7084 0.6448 0.8341
H 2.7353 0.2092 1.3165 -0.0012 0.1743 2.1233
H 2.9295 1.3757 -0.2272 0.3391 0.4504 -0.1630
```
Positions in Å, forces in eV/Å.

For the LUMO energy, the calculation gives 1.14 eV. Its energy above the lowest of the compared OMol25 structures with the same formula, charge and spin is 34.3 kcal/mol. As for the total energy: -14649.8348 eV. The SMILES is C[C@@H]1[C@H](C)[C@H]1P. Its spin multiplicity is 1. Its strongest force on any atom is 3.05 eV/Å. The highest occupied orbital energy comes out at -9.044 eV.